(1)
Below is a structure of composition C37H30N6O2PRuS2, with properties calculated with the ωB97M-V functional and the def2-TZVPD basis.

```
79
Properties=species:S:1:pos:R:3:mulliken_spin:R:1
Ru 0.42978 0.43109 -0.34896 0.798
C -1.56602 -0.65345 -2.81287 -0.001
C -1.88395 -0.20185 -1.43195 -0.029
N -1.26196 -0.74721 -0.39221 0.058
N -1.99480 -0.77424 0.79434 0.021
C -1.34986 -0.53057 1.87102 0.011
S 0.28590 0.05862 1.92773 0.019
S -2.19162 -0.94412 3.35586 -0.002
C -1.72472 0.42714 4.45092 -0.002
C -2.24185 1.77647 4.02731 -0.001
C -1.36757 2.83128 3.80412 0.002
C -1.84483 4.08618 3.44892 0.001
C -3.20827 4.29460 3.31643 0.000
C -4.09029 3.24192 3.52533 0.000
C -3.60932 1.99107 3.87364 0.000
C -2.80302 0.87669 -1.18337 -0.013
C -4.07685 0.99531 -1.74985 -0.011
C -4.87452 2.07886 -1.47292 0.008
C -4.37188 3.09094 -0.64214 -0.005
C -3.10521 3.02839 -0.11613 0.008
C -2.25511 1.93038 -0.38077 0.022
O -1.02382 1.95777 0.03062 0.034
H -1.03150 -1.60021 -2.82642 0.001
H -2.51421 -0.75470 -3.34807 -0.001
H -0.99367 0.11075 -3.33980 0.001
H -2.17343 0.13387 5.40307 0.000
H -0.64599 0.44043 4.59955 0.001
H -0.30024 2.66937 3.89736 0.000
H -1.14593 4.89216 3.26735 0.000
H -3.58459 5.27117 3.03910 0.000
H -5.15559 3.39455 3.40890 0.000
H -4.29796 1.16685 4.01789 0.000
H -4.45136 0.19148 -2.37376 0.000
H -5.87279 2.14729 -1.88187 0.000
H -4.99233 3.95083 -0.41880 0.000
H -2.71319 3.81942 0.50853 0.000
N 2.46236 1.10954 0.13916 0.014
C 3.54627 0.14211 0.19470 -0.011
C 4.82663 0.53777 0.55456 0.004
C 5.85237 -0.39396 0.54983 0.000
C 5.60563 -1.71058 0.17960 0.001
C 4.32561 -2.10015 -0.17567 0.001
C 3.28735 -1.17461 -0.15944 0.001
P 1.56746 -1.53364 -0.60085 0.017
C 1.68933 -2.26809 -2.25774 0.002
C 1.68079 -3.63950 -2.49477 -0.001
C 1.85238 -4.11993 -3.78568 0.000
C 2.04453 -3.23802 -4.83840 0.000
C 2.06734 -1.86950 -4.60413 0.000
C 1.88933 -1.38320 -3.31893 0.001
C 1.04072 -2.87261 0.50030 -0.017
C 1.74249 -3.15077 1.67034 0.003
C 1.27758 -4.11707 2.54891 0.000
C 0.10749 -4.80670 2.26940 -0.001
C -0.59903 -4.52903 1.10798 0.003
C -0.13799 -3.56435 0.22712 0.002
H 2.39712 1.62154 1.01796 0.002
H 2.66220 1.82060 -0.56328 0.002
H 5.02033 1.56735 0.83037 0.000
H 6.85275 -0.09034 0.82796 0.000
H 6.41385 -2.42934 0.16929 0.000
H 4.12405 -3.12457 -0.46518 -0.001
H 1.53597 -4.33480 -1.67828 0.000
H 1.83698 -5.18687 -3.96623 0.000
H 2.17502 -3.61673 -5.84382 0.000
H 2.21489 -1.17799 -5.42320 0.000
H 1.87972 -0.31545 -3.14088 0.002
H 2.64303 -2.60146 1.91081 0.002
H 1.82536 -4.31998 3.45967 0.000
H -0.26018 -5.55263 2.96167 0.000
H -1.52056 -5.05321 0.89201 0.000
H -0.71145 -3.33093 -0.66062 -0.002
O 0.62479 1.40525 -2.43908 0.002
N 0.91443 2.42497 -1.71486 0.054
C 0.74799 3.63938 -2.13961 0.004
C 0.23960 3.93707 -3.44583 0.005
N -0.17676 4.16066 -4.49318 0.000
C 1.07946 4.67545 -1.20858 -0.003
N 1.35535 5.48575 -0.44150 -0.002
```

## Properties
DFT total energy = -3139.522744 a.u.
M = 786.86 g/mol
HOMO level (alpha / beta) = -0.273 / -0.269 Ha
net charge = 0
energy above the lowest of the compared OMol25 structures with the same formula, charge and spin = 0.0 kcal/mol
orbital gap (alpha / beta) = 6.982 / 6.029 eV
<S²> = 0.7591
spin multiplicity = 2

(2)
Below is a structure of composition C37H31AuBrClN7O4S3, with properties calculated with the ωB97M-V functional and the def2-TZVPD basis.

```
85
Properties=species:S:1:pos:R:3:mulliken_spin:R:1
Au 0.53845 0.47871 0.21097 0.343
C -2.29811 0.98288 5.60254 0.003
O -2.33592 0.22442 4.38668 0.005
C -1.55934 -0.83204 4.24386 0.000
C -0.85917 -1.48442 5.21562 0.000
C -0.17787 -2.65785 4.88052 0.002
Br 0.89201 -3.53594 6.26313 0.000
C -0.16350 -3.24514 3.66876 0.001
C -0.91585 -2.65123 2.64615 0.012
C -1.63634 -1.48550 2.89557 -0.010
O -2.38910 -0.76243 2.01916 -0.001
C -1.06561 -3.22338 1.26840 -0.016
N -1.76970 -2.67336 0.30267 0.005
C -1.72416 -3.56008 -0.77954 0.001
C -2.11854 -3.46937 -2.12147 0.000
C -1.85555 -4.54556 -2.95621 0.000
C -1.10994 -5.65698 -2.51326 0.000
C -0.65145 -5.74960 -1.20730 0.000
C -0.96089 -4.68330 -0.40942 0.000
N -0.63985 -4.48039 0.91130 0.000
H -2.90598 0.49710 6.47592 0.000
H -2.76041 1.92390 5.33942 -0.002
H -1.29241 1.08547 5.95559 -0.001
H -0.72640 -0.99306 6.18883 0.000
H 0.44166 -4.12098 3.54181 0.000
H -2.54739 -1.23591 1.16113 0.005
H -2.75820 -2.63765 -2.46972 0.000
H -2.26208 -4.60338 -3.95287 0.000
H -0.81267 -6.39426 -3.33456 0.000
H -0.05161 -6.53241 -0.74700 0.000
H -0.19724 -5.13276 1.56353 0.000
N 0.39993 4.92433 -6.14243 0.002
C 0.33173 4.77213 -4.80989 0.004
C -0.56969 5.50732 -4.02855 -0.004
C -0.64594 5.41238 -2.65608 -0.002
C 0.28185 4.59382 -2.02537 0.011
C 1.14336 3.82975 -2.77288 -0.003
C 1.15442 3.83653 -4.13250 0.001
S 0.33302 4.43942 -0.32736 -0.010
O -0.16454 5.65275 0.19862 0.007
O 1.58378 3.83340 0.10635 0.020
N -0.81689 3.25393 -0.04210 0.341
C -1.59606 3.24951 1.01809 -0.048
S -1.63696 4.34865 2.34872 0.085
C -2.94569 3.55887 3.02203 0.401
C -3.18142 2.32571 2.25794 0.011
N -2.45003 2.19346 1.14836 0.175
H 0.24616 5.83653 -6.51972 0.000
H 1.31313 4.66338 -6.54127 0.000
H -1.21282 6.12833 -4.61160 0.000
H -1.52963 5.87974 -2.13233 -0.001
H 1.88559 3.26852 -2.22615 -0.001
H 1.66096 3.22989 -4.88368 0.000
H -3.52109 3.81396 3.91862 0.010
H -3.89586 1.56843 2.48181 0.003
N -1.96682 1.17376 -2.11972 -0.005
C -0.93391 0.39636 -2.54098 0.005
N 0.04220 -0.03653 -1.79040 -0.085
C 0.77863 -1.04632 -2.48512 -0.004
C 1.75007 -1.81749 -1.89813 0.003
C 2.33901 -2.80108 -2.68512 0.002
C 1.97164 -2.99486 -3.99581 0.000
C 0.93740 -2.26425 -4.55656 0.000
C 0.29062 -1.34775 -3.75178 0.001
S -1.10638 -0.43710 -4.11282 -0.001
H -1.78740 1.53689 -1.17499 -0.001
H -2.72892 1.47503 -2.68741 -0.001
H 1.94152 -1.64025 -0.83289 0.001
H 3.02412 -3.49062 -2.22032 0.000
H 2.44816 -3.84130 -4.53909 0.000
H 0.58082 -2.45101 -5.57891 0.000
Cl 6.18607 -1.69803 1.86933 0.048
C 4.75290 -0.84116 1.96228 0.201
C 4.49920 0.16804 1.04386 -0.091
C 3.29243 0.81105 1.20353 0.176
C 2.38249 0.47871 2.18621 -0.012
C 1.11235 1.13055 2.21812 0.376
C 2.74101 -0.50977 3.15692 0.076
C 3.87651 -1.16320 3.03742 -0.033
H 5.23282 0.36652 0.27902 -0.002
H 3.09266 1.63365 0.50367 0.011
H 1.19466 2.17556 1.92841 0.000
H 0.36079 0.81777 3.02127 -0.022
H 2.01650 -0.81977 3.94947 0.009
H 4.18471 -1.92963 3.71168 -0.002
```

## Properties
DFT total energy = -6477.005924 a.u.
M = 1046.23 g/mol
HOMO level (alpha / beta) = -0.376 / -0.376 Ha
net charge = +1
energy above the lowest of the compared OMol25 structures with the same formula, charge and spin = 0.0 kcal/mol
orbital gap (alpha / beta) = 8.446 / 5.353 eV
<S²> = 2.0555
spin multiplicity = 3